Entry a
Computed, not measured: a cluster of 11 separate species, C33H88O33S11 in total, with wB97M-V/def2-TZVPD.

Summary:
Frontier orbital gap in Eh: 0.37012
Molar mass in g/mol: 1365.8
Total charge: 0
LUMO in eV: -0.343
E_HOMO in eV: -10.4
Structure (SMILES): CCOS(C)(=O)=O.CCOS(C)(=O)=O.CCOS(C)(=O)=O.CCOS(C)(=O)=O.CCOS(C)(=O)=O.CCOS(C)(=O)=O.CCOS(C)(=O)=O.CCOS(C)(=O)=O.CCOS(C)(=O)=O.CCOS(C)(=O)=O.CCOS(C)(=O)=O

Each line ends with the Mulliken charge.
Geometry (Å):
O: -6.801 4.519 -1.520  -0.683
S: -6.050 3.323 -1.293  1.122
O: -4.818 3.025 -1.988  -0.445
O: -5.750 3.313 0.303  -0.479
C: -4.752 2.381 0.793  1.980
C: -4.720 2.380 2.290  -1.377
C: -7.133 1.868 -1.406  -0.488
H: -3.782 2.711 0.418  -0.505
H: -4.950 1.413 0.327  -0.647
H: -5.482 1.860 2.865  0.348
H: -4.655 3.425 2.609  0.376
H: -3.742 2.002 2.599  0.128
H: -6.621 1.063 -0.893  -0.156
H: -7.166 1.690 -2.483  0.332
H: -8.164 2.078 -1.141  0.450
O: 3.304 -3.588 0.096  -0.635
S: 4.190 -3.508 1.234  0.919
O: 4.236 -2.258 1.936  -0.305
O: 3.845 -4.548 2.397  -0.091
C: 3.876 -5.947 2.093  0.077
C: 4.484 -6.740 3.254  -1.423
C: 5.845 -4.054 0.672  -1.285
H: 4.389 -6.161 1.157  0.466
H: 2.834 -6.253 1.995  -0.097
H: 3.981 -6.523 4.195  0.318
H: 5.524 -6.468 3.448  0.337
H: 4.442 -7.798 3.003  0.400
H: 5.767 -4.953 0.065  0.485
H: 6.568 -4.182 1.472  0.313
H: 6.128 -3.253 -0.011  0.441
O: 0.339 4.393 -1.500  -0.409
S: 0.426 5.610 -0.727  1.022
O: 1.367 6.661 -1.036  -0.657
O: -1.071 6.301 -0.687  -0.460
C: -2.147 5.351 -0.502  1.128
C: -3.378 6.065 -0.079  -1.508
C: 0.641 5.288 1.059  -0.735
H: -1.859 4.643 0.279  -0.325
H: -2.283 4.802 -1.435  0.074
H: -3.152 6.795 0.708  0.434
H: -4.108 5.450 0.448  0.252
H: -3.843 6.638 -0.880  0.344
H: -0.220 4.777 1.471  0.149
H: 0.728 6.317 1.396  0.419
H: 1.555 4.702 1.080  0.295
O: 4.468 1.376 5.733  -0.570
S: 5.140 1.091 4.513  1.240
O: 6.215 1.960 4.062  -0.695
O: 5.684 -0.444 4.736  -0.339
C: 6.697 -0.892 3.815  0.173
C: 7.188 -2.233 4.369  -1.156
C: 4.094 0.775 3.048  -0.734
H: 7.504 -0.168 3.936  0.377
H: 6.345 -0.981 2.788  0.029
H: 6.414 -2.749 4.932  0.214
H: 8.048 -2.110 5.027  0.389
H: 7.543 -2.811 3.512  0.290
H: 3.601 -0.181 3.225  -0.099
H: 4.633 0.688 2.113  0.455
H: 3.368 1.579 3.162  0.454
O: 0.260 3.310 -6.712  -0.582
S: 0.308 4.602 -6.052  1.032
O: 1.586 5.122 -5.648  -0.655
O: -0.461 5.723 -6.977  -0.200
C: 0.347 6.365 -7.975  -0.168
C: -0.690 7.015 -8.896  -1.174
C: -0.715 4.666 -4.554  -0.678
H: 0.867 5.539 -8.472  0.324
H: 1.079 7.089 -7.620  0.286
H: -0.221 7.738 -9.564  0.356
H: -1.493 7.426 -8.282  0.302
H: -1.246 6.364 -9.576  0.308
H: -0.735 5.740 -4.382  0.434
H: -0.185 4.146 -3.762  -0.082
H: -1.699 4.268 -4.785  0.473
O: -2.293 -3.036 -0.194  -0.807
S: -0.909 -3.306 0.084  1.023
O: -0.200 -2.772 1.222  -0.008
O: -0.646 -4.964 0.115  -0.426
C: 0.383 -5.462 0.953  0.076
C: -0.143 -5.717 2.369  -0.957
C: -0.034 -2.985 -1.469  -0.101
H: 1.240 -4.785 0.996  -0.252
H: 0.770 -6.384 0.516  0.551
H: 0.222 -6.716 2.634  0.566
H: -1.222 -5.862 2.388  0.373
H: 0.189 -4.992 3.108  -0.034
H: 0.022 -1.898 -1.569  -0.664
H: -0.640 -3.306 -2.308  0.591
H: 0.988 -3.315 -1.295  0.119
O: -6.163 -2.044 -0.410  -0.632
S: -5.905 -1.758 -1.786  1.245
O: -6.474 -0.619 -2.460  -0.620
O: -4.294 -1.706 -1.943  -0.226
C: -3.644 -0.429 -2.107  1.923
C: -2.640 -0.609 -3.237  -1.542
C: -6.192 -3.188 -2.823  -1.125
H: -3.146 -0.158 -1.174  -1.091
H: -4.297 0.409 -2.352  0.438
H: -1.808 -1.274 -3.014  0.124
H: -2.167 0.359 -3.434  0.548
H: -3.172 -0.886 -4.146  0.547
H: -5.659 -3.023 -3.751  0.306
H: -7.281 -3.222 -2.855  0.439
H: -5.882 -4.065 -2.260  0.342
O: -5.385 -3.251 3.352  -0.635
S: -4.852 -1.924 3.481  1.310
O: -5.642 -0.875 4.078  -0.659
O: -3.428 -1.969 4.245  -0.312
C: -2.490 -3.023 3.916  0.601
C: -2.341 -3.908 5.130  -1.442
C: -4.374 -1.262 1.851  -0.377
H: -1.528 -2.533 3.750  -0.540
H: -2.836 -3.512 3.004  0.540
H: -3.276 -4.021 5.678  0.382
H: -1.646 -3.474 5.847  0.328
H: -2.062 -4.893 4.748  0.300
H: -3.944 -1.940 1.116  0.181
H: -3.624 -0.519 2.129  -0.240
H: -5.226 -0.803 1.361  0.362
O: -0.662 -0.546 5.625  -0.659
S: 0.330 -0.044 4.688  1.337
O: 1.156 1.012 5.222  -0.661
O: 1.243 -1.359 4.301  -0.057
C: 2.197 -1.655 5.349  -0.211
C: 2.532 -3.135 5.345  -1.154
C: -0.393 0.296 3.058  0.186
H: 1.745 -1.414 6.317  0.594
H: 3.085 -1.027 5.453  0.054
H: 1.668 -3.768 5.139  0.195
H: 2.740 -3.436 6.378  0.489
H: 3.431 -3.393 4.789  0.015
H: -1.279 0.926 3.104  0.166
H: -0.725 -0.636 2.603  -0.403
H: 0.413 0.801 2.530  -0.038
O: -2.166 0.682 0.239  -0.185
S: -0.948 1.315 -0.231  0.875
O: -0.505 2.504 0.447  -0.442
O: 0.277 0.274 -0.353  0.449
C: 1.614 0.812 -0.431  -0.107
C: 2.477 -0.445 -0.477  -1.057
C: -1.203 1.690 -2.016  0.185
H: 1.711 1.407 0.479  0.542
H: 1.758 1.420 -1.325  -0.141
H: 2.038 -1.167 0.217  -0.027
H: 3.537 -0.350 -0.262  0.629
H: 2.310 -0.966 -1.424  0.049
H: -2.164 2.169 -2.205  0.359
H: -1.088 0.766 -2.575  -0.980
H: -0.470 2.430 -2.324  -0.305
O: 0.919 -1.048 -4.023  -0.668
S: 1.591 0.176 -4.374  1.126
O: 1.338 1.408 -3.657  -0.606
O: 3.206 -0.133 -4.278  -0.345
C: 4.094 0.845 -3.690  0.630
C: 5.274 0.075 -3.139  -1.455
C: 1.543 0.481 -6.160  -1.141
H: 3.453 1.266 -2.907  -0.301
H: 4.331 1.738 -4.272  0.405
H: 5.839 0.557 -2.339  0.407
H: 6.002 -0.132 -3.929  0.385
H: 5.075 -0.916 -2.727  0.290
H: 1.672 -0.497 -6.620  0.425
H: 2.335 1.186 -6.385  0.349
H: 0.554 0.834 -6.442  0.375

Entry b
Computed, not measured: a structure of composition C33H88O33S11, with wB97M-V/def2-TZVPD.

Summary:
Frontier orbital gap in Eh: 0.32591
Molar mass in g/mol: 1365.8
Total charge: 0
LUMO in eV: 0.074
E_HOMO in eV: -8.8

Each line ends with the Mulliken charge.
Geometry (Å):
O: 0.254 -0.438 -3.557  -0.647
S: 0.139 -1.717 -4.208  0.592
O: -0.595 -2.790 -3.602  -0.049
O: -0.493 -1.437 -5.693  -0.078
C: -0.887 -2.579 -6.438  0.138
C: -1.522 -2.265 -7.753  -1.472
C: 1.801 -2.227 -4.728  -1.420
H: -1.485 -3.273 -5.842  0.187
H: -0.076 -3.278 -6.705  0.242
H: -0.914 -1.636 -8.410  0.353
H: -2.418 -1.649 -7.635  0.310
H: -1.687 -3.187 -8.305  0.400
H: 1.757 -3.184 -5.235  0.395
H: 2.294 -2.226 -3.754  0.561
H: 2.221 -1.415 -5.315  0.402
O: 0.899 4.821 -0.905  -0.389
S: 1.753 5.814 -0.336  1.091
O: 1.224 6.840 0.559  -0.647
O: 3.041 5.117 0.396  -0.413
C: 2.874 3.744 0.804  2.226
C: 4.058 3.492 1.711  -2.106
C: 2.676 6.595 -1.659  -1.036
H: 2.795 3.068 -0.050  0.167
H: 1.963 3.521 1.370  -1.003
H: 4.196 4.316 2.410  0.447
H: 4.938 3.337 1.091  0.485
H: 3.872 2.683 2.420  -0.041
H: 3.468 5.914 -1.952  0.302
H: 3.100 7.534 -1.311  0.447
H: 1.999 6.794 -2.486  0.327
O: 2.301 2.692 3.503  -0.356
S: 2.356 4.053 3.970  1.070
O: 2.277 4.351 5.374  -0.739
O: 3.750 4.670 3.425  -0.278
C: 4.993 4.020 3.689  0.341
C: 6.131 5.029 3.531  -1.538
C: 1.237 5.058 3.014  -0.743
H: 5.049 3.170 3.010  -0.059
H: 5.014 3.665 4.723  0.560
H: 6.061 5.479 2.537  0.292
H: 7.124 4.589 3.601  0.399
H: 6.089 5.882 4.208  0.375
H: 1.154 4.785 1.969  -0.025
H: 1.614 6.069 3.165  0.383
H: 0.291 4.962 3.545  0.464
O: -5.370 -4.541 -0.276  -0.616
S: -4.819 -5.087 -1.479  1.098
O: -5.197 -4.547 -2.773  -0.642
O: -3.211 -5.212 -1.404  -0.100
C: -2.427 -3.989 -1.617  0.098
C: -2.832 -2.665 -0.980  -0.539
C: -5.132 -6.875 -1.596  -1.033
H: -2.516 -4.023 -2.707  0.395
H: -1.384 -4.247 -1.453  -0.845
H: -3.852 -2.329 -1.151  0.757
H: -2.170 -1.833 -1.235  -0.156
H: -2.624 -2.725 0.093  0.375
H: -6.199 -7.017 -1.765  0.420
H: -4.894 -7.226 -0.596  0.329
H: -4.643 -7.238 -2.493  0.288
O: -1.365 -0.854 0.915  -0.374
S: 0.065 -0.772 1.101  1.338
O: 0.839 -1.980 1.089  -0.431
O: 0.744 0.285 0.053  -0.715
C: 0.198 1.542 -0.302  3.380
C: -1.070 1.394 -1.144  1.080
C: 0.370 0.068 2.640  -0.419
H: 0.877 2.035 -0.999  -2.537
H: 0.054 2.182 0.572  -0.273
H: -0.926 0.806 -2.052  -0.743
H: -1.566 2.338 -1.389  0.655
H: -1.891 0.847 -0.674  -0.978
H: 1.445 0.207 2.715  0.324
H: -0.037 -0.497 3.472  0.767
H: -0.150 1.018 2.529  -0.397
O: 2.535 2.403 -5.377  -0.660
S: 2.033 3.346 -4.409  1.345
O: 2.764 4.539 -4.022  -0.616
O: 0.532 3.793 -4.776  -0.282
C: 0.039 5.055 -4.344  0.504
C: -1.463 4.979 -4.482  -1.242
C: 1.616 2.432 -2.886  0.455
H: 0.477 5.840 -4.968  0.345
H: 0.329 5.292 -3.316  -0.310
H: -1.945 5.953 -4.387  0.498
H: -1.847 4.307 -3.716  0.134
H: -1.689 4.677 -5.504  0.311
H: 1.232 1.467 -3.204  -0.592
H: 0.890 3.023 -2.336  -0.301
H: 2.580 2.463 -2.380  0.479
O: 0.325 -5.382 0.549  -0.593
S: 0.957 -5.498 -0.749  1.318
O: 2.236 -6.142 -0.921  -0.676
O: -0.137 -6.207 -1.723  -0.303
C: 0.207 -6.627 -3.044  -0.431
C: -0.863 -6.054 -3.987  -0.435
C: 0.998 -3.806 -1.426  -0.595
H: 0.179 -7.713 -3.128  0.350
H: 1.197 -6.271 -3.335  0.344
H: -0.715 -4.999 -4.209  -0.157
H: -1.815 -6.234 -3.488  0.011
H: -0.783 -6.611 -4.922  0.516
H: 1.686 -3.290 -0.757  0.508
H: 0.002 -3.384 -1.357  -0.287
H: 1.527 -3.809 -2.378  0.289
O: -2.456 1.938 3.677  -0.682
S: -2.769 2.914 2.665  1.196
O: -1.782 3.910 2.313  -0.515
O: -3.259 2.073 1.386  -0.115
C: -4.101 0.923 1.561  -0.383
C: -4.516 0.526 0.129  -0.251
C: -4.358 3.753 3.122  -1.158
H: -4.997 1.104 2.156  0.568
H: -3.535 0.091 1.972  0.112
H: -3.678 -0.030 -0.283  -0.559
H: -4.960 1.338 -0.437  0.116
H: -5.312 -0.224 0.205  0.581
H: -5.110 2.981 3.257  0.366
H: -4.571 4.352 2.241  0.356
H: -4.193 4.322 4.031  0.422
O: 6.152 0.976 2.825  -0.651
S: 5.512 0.359 3.944  1.259
O: 5.424 1.168 5.151  -0.673
O: 4.013 -0.128 3.506  -0.123
C: 3.135 -0.449 4.606  -0.522
C: 1.987 -1.224 3.971  -0.842
C: 6.331 -1.220 4.462  -1.073
H: 2.716 0.393 5.162  0.106
H: 3.677 -1.009 5.374  0.677
H: 1.353 -1.368 4.855  0.338
H: 2.251 -2.162 3.496  0.449
H: 1.435 -0.555 3.314  -0.536
H: 6.985 -0.896 5.268  0.397
H: 6.882 -1.567 3.595  0.345
H: 5.596 -1.891 4.894  0.333
O: 1.548 -7.219 7.993  -0.615
S: 1.217 -5.815 8.044  1.160
O: 2.218 -4.802 7.831  -0.572
O: -0.025 -5.624 7.047  -0.310
C: -0.370 -4.335 6.557  -0.426
C: 0.308 -4.073 5.248  -0.744
C: 0.362 -5.480 9.562  -0.899
H: 0.000 -3.550 7.233  0.282
H: -1.440 -4.145 6.522  0.433
H: 1.384 -3.938 5.166  0.312
H: -0.091 -3.238 4.658  0.058
H: 0.030 -4.872 4.550  0.372
H: 1.079 -5.503 10.382  0.358
H: -0.358 -6.267 9.768  0.319
H: -0.093 -4.496 9.483  0.312
O: -4.078 2.936 -2.313  -0.491
S: -4.667 2.577 -3.582  1.223
O: -4.585 3.489 -4.676  -0.638
O: -4.068 1.101 -3.982  -0.315
C: -2.652 1.051 -4.201  1.571
C: -2.279 1.538 -5.606  -0.781
C: -6.419 2.171 -3.324  -1.040
H: -2.300 0.027 -4.095  -0.365
H: -2.125 1.625 -3.435  -0.712
H: -2.591 0.803 -6.346  0.189
H: -1.186 1.501 -5.676  0.209
H: -2.551 2.578 -5.761  0.204
H: -7.000 3.080 -3.209  0.374
H: -6.480 1.610 -2.392  0.293
H: -6.730 1.498 -4.118  0.346

Which one sits at the bottom of the stability order? entry b does.